84
Properties=species:S:1:pos:R:3 method="wB97M-V/def2-TZVPD" smiles="C[N+](=O)[O-].C[N+](=O)[O-].C[N+](=O)[O-].C[N+](=O)[O-].C[N+](=O)[O-].C[N+](=O)[O-].C[N+](=O)[O-].C[N+](=O)[O-].C[N+](=O)[O-].C[N+](=O)[O-].C[N+](=O)[O-].C[N+](=O)[O-]" charge=0 e_above_lowest_kcal_mol=11.08 e_homo_ev=-10.69 energy_ha=-2940.5204 homo_lumo_gap_ev=10.4
C -0.428 3.452 -2.208
N -0.499 2.779 -3.550
O 0.253 1.824 -3.739
O -1.263 3.238 -4.376
H 0.366 4.185 -2.324
H -0.127 2.691 -1.498
H -1.400 3.868 -1.995
C -0.906 -3.479 4.389
N -0.551 -3.199 2.979
O 0.322 -3.868 2.479
O -1.205 -2.353 2.411
H -0.978 -2.522 4.910
H -0.188 -4.147 4.832
H -1.952 -3.790 4.365
C -1.272 4.956 1.598
N -0.577 3.697 1.958
O 0.028 3.109 1.094
O -0.552 3.407 3.134
H -1.631 4.851 0.585
H -0.541 5.755 1.705
H -2.021 5.091 2.369
C 2.865 3.454 -0.378
N 3.344 4.771 0.148
O 4.488 5.104 -0.087
O 2.547 5.423 0.796
H 2.764 2.887 0.549
H 3.503 3.026 -1.135
H 1.876 3.627 -0.779
C -3.687 -2.618 0.110
N -4.704 -2.231 1.124
O -4.340 -2.091 2.273
O -5.858 -2.129 0.744
H -3.873 -3.663 -0.105
H -2.696 -2.485 0.529
H -3.749 -1.951 -0.746
C 5.409 -0.219 0.185
N 6.298 -1.375 -0.026
O 6.844 -1.482 -1.098
O 6.442 -2.128 0.913
H 5.182 0.283 -0.747
H 5.962 0.483 0.812
H 4.531 -0.509 0.752
C 2.996 -1.216 -2.937
N 2.118 -2.411 -3.058
O 2.626 -3.419 -3.494
O 0.995 -2.348 -2.617
H 3.781 -1.417 -2.212
H 2.429 -0.335 -2.675
H 3.521 -1.168 -3.891
C -0.398 -5.947 -1.035
N -1.137 -4.887 -0.269
O -0.820 -3.750 -0.491
O -2.004 -5.229 0.510
H -0.522 -5.697 -2.080
H -0.857 -6.898 -0.782
H 0.615 -5.970 -0.646
C -2.202 -1.400 -4.520
N -2.556 -0.382 -3.476
O -3.131 0.631 -3.818
O -2.271 -0.676 -2.327
H -2.790 -1.148 -5.397
H -2.678 -2.309 -4.151
H -1.128 -1.448 -4.593
C -4.982 2.077 -0.220
N -3.658 2.447 0.347
O -2.730 2.520 -0.440
O -3.612 2.807 1.502
H -5.727 2.450 0.490
H -5.139 1.006 -0.114
H -5.097 2.516 -1.196
C 1.820 1.485 4.879
N 1.947 1.048 3.473
O 2.878 1.482 2.834
O 1.087 0.319 3.044
H 2.758 1.934 5.175
H 1.528 0.625 5.474
H 0.996 2.193 4.934
C -0.163 -0.353 0.092
N 1.296 -0.556 0.115
O 2.026 0.395 -0.127
O 1.707 -1.642 0.458
H -0.573 -1.355 0.187
H -0.442 0.105 -0.849
H -0.531 0.196 0.953